(1)
{
  "formula": "C13H15BBr4LaO4S",
  "method": "ωB97M-V/def2-TZVPD",
  "lumo_energy_ev": -13.66,
  "e_homo_ha": -0.64923,
  "homo_lumo_gap_ev": 4.01,
  "total_charge": 3,
  "elements": ["C", "C", "Br", "C", "Br", "C", "C", "C", "Br", "C", "C", "Br", "C", "O", "C", "C", "B", "O", "O", "C", "S", "C", "O", "H", "H", "H", "H", "H", "H", "H", "H", "H", "H", "H", "H", "H", "H", "H", "La"],
  "positions_angstrom": [[2.030, -2.671, 1.055], [2.966, -1.483, 0.472], [4.647, -2.429, -0.121], [2.345, -0.867, -0.854], [3.574, 0.390, -1.845], [0.857, -0.370, -0.813], [0.291, 0.550, 0.102], [1.072, 1.221, 1.311], [1.140, 0.076, 2.963], [2.452, 1.985, 0.996], [2.292, 3.092, -0.184], [2.827, 3.099, 2.634], [-1.285, 0.922, -0.090], [-1.774, 2.062, 0.311], [-2.318, -0.037, -0.817], [-3.864, 0.069, -0.505], [-4.293, -0.543, 0.936], [-3.510, -1.457, 1.727], [-5.566, -0.144, 1.463], [-1.735, -0.941, -1.776], [-2.786, -2.129, -2.748], [-0.135, -0.914, -1.962], [0.296, -1.350, -3.039], [0.959, -2.344, 1.236], [2.129, -3.529, 0.305], [2.517, -3.065, 2.017], [3.318, -0.754, 1.256], [2.335, -1.765, -1.579], [0.377, 2.070, 1.672], [3.370, 1.341, 0.882], [3.243, 3.184, -0.819], [2.126, 4.124, 0.297], [1.383, 2.892, -0.861], [-4.153, 1.184, -0.479], [-4.469, -0.368, -1.377], [-4.041, -2.290, 1.752], [-5.549, -0.227, 2.443], [-3.114, -1.474, -3.942], [0.048, 2.890, -2.021]],
  "forces_ev_per_angstrom": [[1.1, 0.0, -0.4], [0.0, -0.8, 0.2], [-0.9, 0.8, 0.3], [-0.6, -2.1, -0.5], [-1.3, -0.2, 0.4], [-0.8, 1.2, 0.0], [0.1, 0.0, -0.8], [-1.2, 1.6, 0.0], [-0.1, 0.7, -1.4], [-0.6, 0.3, 0.4], [1.6, 0.7, 1.5], [0.0, -0.7, -1.1], [-1.9, 0.8, 0.6], [3.2, -2.8, -2.2], [1.1, -1.1, -0.9], [1.0, 1.4, -1.0], [-1.9, -0.6, 2.3], [-1.2, 0.6, -2.1], [2.9, -0.3, -0.7], [-0.2, 2.2, 1.3], [0.8, 0.9, 0.2], [-0.4, -1.5, -2.1], [-0.5, 1.5, 3.2], [1.3, -0.5, -0.2], [-0.6, 1.2, 1.0], [-0.9, 0.8, -1.3], [-0.6, -0.8, -1.0], [0.0, 1.5, 1.0], [1.0, -1.3, -0.5], [-1.2, 0.7, -0.2], [-1.5, -0.3, 0.6], [-0.2, -1.4, -0.7], [4.1, -0.3, 3.3], [0.5, -1.5, 0.1], [1.0, 0.4, 1.4], [0.6, 0.7, 0.5], [-0.3, -0.2, -0.8], [0.7, -0.1, 1.2], [-3.8, -1.6, -1.5]],
  "lowdin_charge": [-0.15, -0.72, 0.75, -0.63, 0.79, -0.09, -0.17, -0.66, 0.83, -0.67, -0.20, 0.81, -0.28, -0.02, -0.13, -0.02, -0.49, 0.09, 0.13, -0.37, 0.86, -0.29, 0.11, 0.06, 0.09, 0.11, 0.05, 0.11, 0.09, 0.07, 0.11, 0.10, -0.21, 0.14, 0.12, 0.14, 0.13, -0.05, 2.42]
}

(2)
{
  "formula": "C13H15BF6O7S",
  "method": "ωB97M-V/def2-TZVPD",
  "lumo_energy_ev": -2.16,
  "e_homo_ha": -0.37694,
  "homo_lumo_gap_ev": 8.09,
  "total_charge": 0,
  "smiles": "O=C(O)C(F)(F)C(F)(F)C(F)(F)C(=O)BS.O=C1CCCO1.O=C1CCCO1",
  "elements": ["O", "C", "O", "C", "F", "F", "C", "F", "F", "C", "F", "F", "C", "O", "B", "S", "H", "H", "H", "O", "C", "C", "C", "C", "O", "H", "H", "H", "H", "H", "H", "O", "C", "C", "C", "C", "O", "H", "H", "H", "H", "H", "H"],
  "positions_angstrom": [[1.314, -2.699, 3.813], [0.163, -2.161, 3.320], [-0.571, -2.999, 2.364], [-0.270, -0.699, 3.905], [-1.125, -0.894, 5.134], [1.002, -0.088, 4.450], [-0.853, 0.375, 2.837], [-1.041, 1.677, 3.578], [0.178, 0.684, 1.782], [-2.277, 0.039, 2.125], [-2.180, -0.919, 0.962], [-2.734, 1.332, 1.485], [-3.503, -0.384, 3.133], [-4.107, 0.643, 3.793], [-4.027, -1.908, 3.454], [-4.067, -2.393, 5.307], [-1.067, -3.735, 2.834], [-4.406, -2.702, 2.674], [-3.874, -1.168, 6.020], [4.161, 1.539, -3.333], [3.554, 1.694, -2.287], [3.486, 0.701, -1.166], [2.329, 1.221, -0.351], [2.375, 2.703, -0.622], [2.868, 2.827, -1.955], [4.425, 0.731, -0.606], [3.291, -0.306, -1.542], [2.397, 0.976, 0.712], [1.392, 0.803, -0.736], [3.059, 3.228, 0.054], [1.385, 3.161, -0.551], [-0.916, -2.110, -2.720], [-0.441, -1.170, -3.336], [-1.144, -0.386, -4.403], [-0.002, 0.346, -5.061], [0.985, 0.499, -3.933], [0.804, -0.655, -3.115], [-1.852, 0.302, -3.933], [-1.654, -1.048, -5.106], [-0.294, 1.300, -5.509], [0.430, -0.280, -5.850], [0.791, 1.391, -3.328], [2.017, 0.535, -4.296]],
  "forces_ev_per_angstrom": [[-8.0, 4.3, -3.2], [6.3, -5.6, 2.4], [0.2, 2.3, 2.8], [2.2, 0.7, 2.5], [2.2, 0.7, -4.3], [-4.2, -1.9, -1.9], [0.9, 3.3, -0.3], [0.5, -4.3, -2.3], [-3.2, -1.4, 3.5], [-1.7, 1.6, -3.1], [0.0, 2.8, 4.0], [1.7, -3.9, 1.9], [-2.5, 5.3, 3.2], [3.9, -6.3, -4.3], [0.5, 1.0, 2.6], [0.0, 1.6, -1.5], [1.1, 1.2, -0.4], [0.1, -0.1, -0.1], [0.0, -1.4, -1.4], [-1.2, 0.7, 1.4], [1.4, -0.2, -1.6], [-0.4, -0.4, 0.2], [-0.4, -0.5, 0.6], [-0.4, 0.4, 0.6], [0.4, -0.4, -0.7], [0.0, -0.1, -0.2], [0.3, 0.2, -0.1], [0.0, 0.1, -0.2], [0.1, 0.0, 0.1], [0.0, 0.0, -0.1], [0.2, 0.1, -0.2], [1.2, 1.4, -0.8], [-1.0, -1.6, 1.3], [0.0, 0.0, -0.6], [-0.1, 0.4, -0.8], [0.6, 0.6, -0.3], [-0.5, -0.7, 0.2], [-0.1, -0.2, 0.0], [-0.2, 0.1, 0.4], [0.1, -0.1, 0.1], [0.0, 0.1, 0.1], [0.0, 0.0, 0.0], [-0.1, -0.1, 0.3]],
  "lowdin_charge": [0.05, -0.15, 0.02, -0.09, 0.00, 0.02, -0.09, 0.03, 0.03, -0.12, 0.01, 0.00, -0.16, 0.01, -0.37, 0.70, 0.15, 0.03, -0.07, 0.09, -0.48, -0.08, -0.18, -0.16, 0.02, 0.14, 0.13, 0.11, 0.11, 0.13, 0.13, 0.10, -0.46, -0.09, -0.16, -0.17, 0.02, 0.14, 0.13, 0.12, 0.13, 0.13, 0.12]
}

(3)
{
  "formula": "C13H15DyN6OS2",
  "method": "ωB97M-V/def2-TZVPD",
  "lumo_energy_ev": [-6.93, -6.86],
  "s_squared": 9.33,
  "multiplicity": 6,
  "e_homo_ha": [-0.53925, -0.53917],
  "homo_lumo_gap_ev": [7.75, 7.81],
  "total_charge": 2,
  "elements": ["Dy", "C", "N", "C", "C", "N", "C", "S", "C", "C", "C", "C", "C", "N", "H", "H", "H", "H", "H", "H", "H", "H", "H", "C", "N", "C", "C", "N", "C", "H", "H", "H", "H", "H", "H", "O", "S", "N"],
  "positions_angstrom": [[-0.545, 0.243, 1.258], [-1.492, -5.253, 1.047], [-1.142, -4.392, -0.095], [-1.271, -4.751, -1.426], [-0.804, -3.732, -2.164], [-0.393, -2.740, -1.270], [-0.613, -3.169, 0.002], [-0.290, -2.422, 1.515], [0.256, -1.547, -1.707], [1.148, -1.641, -2.763], [1.692, -0.474, -3.281], [1.332, 0.747, -2.726], [0.462, 0.730, -1.659], [-0.066, -0.391, -1.130], [-1.762, -6.224, 0.644], [-2.328, -4.819, 1.588], [-0.625, -5.347, 1.696], [-1.696, -5.697, -1.710], [-0.751, -3.592, -3.228], [1.419, -2.608, -3.162], [2.393, -0.526, -4.103], [1.711, 1.685, -3.105], [0.174, 1.664, -1.189], [0.194, 5.982, 1.916], [0.587, 4.606, 1.565], [1.846, 4.178, 1.209], [1.755, 2.840, 1.013], [0.448, 2.436, 1.236], [-0.214, 3.541, 1.574], [0.915, 6.662, 1.474], [0.191, 6.092, 2.997], [-0.788, 6.181, 1.497], [2.677, 4.858, 1.142], [2.536, 2.149, 0.739], [-1.264, 3.615, 1.813], [-0.751, 0.141, 3.479], [-2.266, 0.397, 3.365], [-2.676, 0.579, 1.950]],
  "forces_ev_per_angstrom": [[0.5, -0.1, -0.7], [0.1, 0.2, -0.3], [0.0, -0.2, 0.0], [0.0, 0.0, 0.1], [0.0, 0.0, 0.0], [0.2, 0.2, 0.0], [-0.1, 0.1, 0.1], [0.1, 0.0, -0.2], [-0.1, -0.4, -0.1], [0.0, 0.2, -0.1], [0.0, -0.1, 0.0], [-0.1, -0.2, 0.0], [0.1, 0.1, 0.0], [0.0, 0.2, 0.2], [0.0, 0.0, 0.1], [0.0, 0.0, 0.0], [0.0, 0.0, 0.1], [0.0, 0.0, -0.1], [0.0, 0.0, 0.0], [0.0, 0.0, 0.0], [0.0, 0.0, 0.0], [0.0, 0.0, 0.0], [0.0, 0.0, 0.0], [0.2, -0.3, -0.2], [0.1, 0.1, 0.0], [-0.1, 0.1, 0.1], [0.0, 0.0, 0.0], [0.0, -0.1, 0.1], [-0.1, 0.1, 0.0], [0.0, 0.0, 0.0], [0.0, 0.1, 0.0], [0.0, 0.1, 0.1], [0.0, 0.0, 0.0], [0.0, 0.0, 0.0], [0.0, -0.1, 0.0], [-0.4, 0.1, 0.2], [0.0, -0.1, 0.2], [-0.2, 0.1, 0.3]],
  "lowdin_charge": [1.45, 0.01, -0.10, 0.01, 0.00, 0.01, -0.65, 0.64, -0.24, 0.04, 0.01, -0.01, -0.14, -0.02, 0.10, 0.10, 0.10, 0.15, 0.14, 0.13, 0.14, 0.13, 0.10, 0.04, -0.10, -0.01, -0.11, -0.14, -0.14, 0.10, 0.11, 0.10, 0.14, 0.12, 0.15, -0.71, 0.85, -0.52]
}

(4)
{
  "formula": "C13H15F9N5O9S3Zn2",
  "method": "ωB97M-V/def2-TZVPD",
  "lumo_energy_ev": [-9.49, -13.10],
  "s_squared": 0.76,
  "multiplicity": 2,
  "e_homo_ha": [-0.57967, -0.57955],
  "homo_lumo_gap_ev": [6.28, 2.67],
  "total_charge": 2,
  "elements": ["Zn", "Zn", "C", "F", "F", "F", "S", "O", "O", "O", "C", "F", "F", "F", "S", "O", "O", "O", "C", "F", "F", "F", "S", "O", "O", "O", "C", "C", "N", "H", "H", "H", "C", "C", "N", "H", "H", "H", "C", "C", "N", "H", "H", "H", "C", "C", "N", "H", "H", "H", "C", "C", "N", "H", "H", "H"],
  "positions_angstrom": [[-2.324, -1.946, -2.487], [-0.517, -3.664, 1.974], [-5.132, -3.110, 1.284], [-4.818, -1.950, 1.830], [-5.384, -3.987, 2.306], [-6.134, -3.037, 0.495], [-3.537, -3.626, 0.318], [-3.809, -5.017, -0.173], [-3.377, -2.754, -0.879], [-2.366, -3.593, 1.246], [1.222, -5.070, -2.161], [0.948, -5.727, -3.318], [1.944, -5.881, -1.354], [1.916, -4.077, -2.646], [-0.409, -4.552, -1.303], [-0.011, -4.156, 0.056], [-0.987, -3.426, -2.085], [-1.278, -5.771, -1.314], [0.574, 0.587, 0.234], [0.722, 1.334, 1.339], [0.235, 1.420, -0.822], [1.698, -0.036, -0.039], [-0.833, -0.753, 0.431], [-0.227, -1.853, 1.212], [-1.855, 0.047, 1.105], [-1.313, -1.129, -0.891], [-0.015, 4.018, 0.868], [1.465, 4.340, 1.022], [2.588, 4.670, 1.173], [-0.569, 4.953, 0.787], [-0.329, 3.483, 1.763], [-0.239, 3.443, -0.031], [2.948, 3.164, -1.922], [2.843, 4.631, -2.128], [2.773, 5.787, -2.260], [3.300, 3.117, -0.892], [3.654, 2.698, -2.610], [1.966, 2.710, -2.047], [-2.994, 2.430, -0.105], [-3.123, 3.592, -1.007], [-3.193, 4.480, -1.708], [-2.849, 1.546, -0.726], [-3.984, 2.213, 0.296], [-2.202, 2.615, 0.621], [3.863, -2.083, -1.971], [4.933, -1.215, -2.405], [5.848, -0.541, -2.746], [3.824, -2.233, -0.892], [3.772, -2.952, -2.621], [3.003, -1.485, -2.273], [1.461, 3.560, 4.705], [0.995, 2.171, 4.380], [0.568, 1.143, 4.078], [1.240, 4.075, 3.770], [2.535, 3.544, 4.887], [0.971, 3.856, 5.632]],
  "forces_ev_per_angstrom": [[0.8, -2.0, 3.3], [-1.2, 0.5, -2.5], [1.6, -0.8, 2.1], [-0.3, 0.6, 0.0], [0.6, 0.9, -1.8], [-0.6, 0.0, -0.8], [-0.8, -6.4, -2.7], [0.3, 3.9, 2.0], [-0.5, 1.3, 0.4], [-1.0, 0.9, 0.4], [-0.1, -2.0, -1.8], [-1.0, -0.5, 1.5], [-1.0, 1.4, -0.6], [0.8, 1.7, 1.3], [-3.4, -4.7, -0.2], [1.1, 0.2, 0.1], [0.9, 0.0, -0.6], [3.0, 3.6, -0.2], [-0.9, -0.3, 0.0], [-0.3, -1.0, -1.4], [0.4, -1.1, 1.1], [0.4, 0.2, -0.2], [-2.3, 2.9, 2.4], [0.4, 1.3, -0.3], [1.8, -1.5, -0.4], [1.1, 0.2, -1.3], [1.3, 0.7, 0.2], [0.2, 0.5, -0.2], [-2.1, -0.8, -0.7], [0.1, 0.2, 0.2], [0.0, 0.0, 0.0], [0.4, 0.0, 0.2], [-0.7, 1.8, -0.7], [0.4, -4.7, 0.7], [-0.2, 2.9, -0.2], [0.3, -0.4, 0.4], [0.4, 0.2, 0.0], [0.0, 0.1, 0.2], [-0.8, 0.3, -1.1], [0.3, -1.8, 1.5], [0.0, 1.5, -1.2], [0.7, 0.1, 0.1], [0.2, 0.4, 0.7], [-0.5, -0.5, 0.0], [-0.9, 0.8, -0.9], [4.4, 2.2, -1.0], [-3.5, -2.2, 1.2], [0.2, -0.3, -0.2], [0.5, -0.2, 0.6], [-0.6, -0.1, 0.4], [-0.1, -2.0, -0.3], [0.0, 0.0, 0.3], [0.3, 0.6, 0.2], [0.0, 0.8, 0.6], [0.0, 0.0, -0.1], [-0.2, 0.5, -0.4]],
  "lowdin_charge": [1.22, 1.17, -0.64, 0.16, 0.15, 0.24, 0.69, -0.27, -0.38, -0.38, -0.59, 0.14, 0.16, 0.15, 0.67, -0.36, -0.37, -0.24, -0.56, 0.12, 0.07, 0.16, 0.62, -0.34, -0.27, -0.36, -0.04, -0.17, 0.21, 0.11, 0.08, 0.05, 0.03, -0.01, 0.40, 0.10, 0.12, 0.09, -0.07, -0.28, 0.15, 0.06, 0.10, 0.05, -0.09, -0.27, 0.13, 0.09, 0.08, 0.07, -0.03, -0.26, 0.12, 0.05, 0.09, 0.09]
}

(5)
{
  "formula": "C13H15N3",
  "method": "ωB97M-V/def2-TZVPD",
  "lumo_energy_ev": [3.54, 3.45],
  "s_squared": 0.77,
  "multiplicity": 2,
  "e_homo_ha": [0.01614, -0.10955],
  "homo_lumo_gap_ev": [3.10, 6.43],
  "total_charge": -1,
  "elements": ["C", "C", "C", "C", "N", "N", "H", "H", "H", "H", "H", "H", "C", "C", "C", "C", "C", "C", "C", "C", "C", "N", "H", "H", "H", "H", "H", "H", "H", "H", "H"],
  "positions_angstrom": [[-3.254, -0.672, 1.119], [-1.361, -2.154, 0.221], [-2.061, -1.569, 1.224], [-0.574, -2.777, 2.152], [-0.385, -2.916, 0.826], [-1.570, -1.980, 2.440], [-1.414, -2.115, -0.849], [0.331, -3.378, 0.290], [-3.195, 0.140, 0.390], [-3.405, -0.199, 2.086], [-0.079, -3.367, 2.911], [-4.114, -1.311, 0.909], [-0.172, 3.537, -0.240], [0.769, 1.196, -0.967], [0.272, 2.131, 0.000], [1.224, 0.098, -0.241], [0.437, 1.582, 1.247], [2.029, 0.406, -2.887], [2.454, -0.683, -2.154], [1.181, 1.378, -2.335], [2.027, -0.919, -0.822], [0.955, 0.295, 1.088], [2.483, 0.494, -3.873], [3.205, -1.310, -2.631], [1.047, 2.350, -2.794], [2.455, -1.720, -0.222], [-0.518, 3.732, -1.245], [0.674, 4.231, -0.103], [0.016, 1.901, 2.198], [1.461, -0.256, 1.769], [-0.920, 3.855, 0.491]],
  "forces_ev_per_angstrom": [[-0.1, -0.1, 0.4], [0.5, -0.2, -0.2], [-0.3, 0.4, -0.2], [0.2, -0.5, 0.8], [-0.6, 0.1, -0.5], [-0.2, 0.1, -0.2], [0.0, 0.3, -0.2], [0.2, 0.0, 0.3], [0.2, -0.3, -0.1], [-0.1, 0.0, 0.1], [0.4, 0.2, -0.2], [-0.3, 0.3, -0.1], [0.5, 0.4, 0.4], [0.3, 0.9, 0.2], [0.0, -0.1, -0.3], [0.5, -0.7, -0.2], [-0.3, -0.1, 0.7], [0.4, -0.1, 0.1], [0.2, -0.2, -0.5], [-0.3, 0.2, 0.0], [-0.1, -0.1, 0.4], [0.2, -0.4, -0.2], [-0.3, 0.3, 0.0], [-0.2, -0.2, 0.2], [-0.1, -0.1, -0.2], [0.0, 0.1, 0.0], [-0.4, -0.2, -0.3], [-0.1, -0.1, 0.0], [0.2, -0.1, -0.2], [-0.4, 0.4, 0.0], [-0.2, -0.1, -0.1]],
  "lowdin_charge": [-0.05, -0.08, -0.38, -0.25, 0.06, 0.08, 0.11, 0.13, 0.07, 0.06, 0.10, 0.06, -0.08, -0.18, -0.28, -0.29, -0.13, -0.21, -0.21, -0.11, -0.12, 0.05, 0.07, 0.06, 0.05, 0.05, 0.06, 0.07, 0.08, 0.13, 0.06]
}

(6)
{
  "formula": "C13H15NO2S2",
  "method": "ωB97M-V/def2-TZVPD",
  "lumo_energy_ev": 0.60,
  "e_homo_ha": -0.33044,
  "homo_lumo_gap_ev": 9.60,
  "total_charge": 0,
  "smiles": "Cc1ccc(S(=O)(=O)NCCc2cccs2)cc1",
  "elements": ["C", "C", "C", "C", "C", "S", "O", "O", "N", "C", "C", "C", "C", "C", "C", "S", "C", "C", "H", "H", "H", "H", "H", "H", "H", "H", "H", "H", "H", "H", "H", "H", "H"],
  "positions_angstrom": [[-2.863, -3.055, -0.240], [-2.358, -1.658, -0.055], [-2.445, -0.734, -1.093], [-1.998, 0.565, -0.921], [-1.459, 0.939, 0.294], [-0.841, 2.605, 0.523], [-1.316, 3.429, -0.548], [-1.088, 2.986, 1.881], [0.811, 2.509, 0.364], [1.391, 2.375, -0.945], [1.521, 0.921, -1.436], [2.299, 0.095, -0.472], [1.858, -0.926, 0.312], [2.863, -1.459, 1.152], [4.055, -0.833, 0.997], [3.978, 0.421, -0.177], [-1.371, 0.044, 1.341], [-1.821, -1.253, 1.164], [-2.349, -3.747, 0.423], [-3.927, -3.094, -0.008], [-2.732, -3.383, -1.268], [-2.869, -1.036, -2.040], [-2.068, 1.300, -1.707], [1.247, 1.963, 1.090], [2.383, 2.839, -0.931], [0.742, 2.945, -1.612], [2.017, 0.936, -2.410], [0.530, 0.478, -1.559], [0.846, -1.291, 0.287], [2.700, -2.272, 1.836], [4.983, -1.025, 1.498], [-0.963, 0.378, 2.282], [-1.756, -1.960, 1.978]],
  "forces_ev_per_angstrom": [[-0.1, 0.0, 0.0], [0.1, 0.0, 0.0], [0.1, 0.0, 0.1], [-0.1, 0.1, -0.1], [0.1, 0.6, 0.1], [0.5, 0.0, 0.3], [0.0, -0.3, -0.2], [0.1, -0.3, 0.0], [-0.9, 0.3, 0.3], [0.0, -0.1, -0.6], [0.0, 0.3, 0.0], [0.2, 0.0, 0.0], [0.0, 0.2, -0.2], [0.2, 0.0, 0.1], [0.1, 0.2, -0.1], [-0.4, -0.3, 0.2], [0.0, 0.0, 0.1], [0.0, 0.1, -0.1], [0.0, -0.1, 0.0], [-0.1, -0.1, 0.0], [0.0, -0.1, 0.0], [0.0, 0.0, -0.1], [0.0, 0.0, -0.1], [0.0, -0.1, 0.3], [-0.2, 0.0, 0.0], [0.2, 0.0, -0.1], [-0.1, 0.0, -0.1], [0.1, 0.0, -0.1], [-0.2, 0.0, -0.1], [0.0, -0.1, 0.1], [0.2, -0.1, 0.1], [0.0, 0.0, 0.2], [0.0, -0.1, 0.1]],
  "lowdin_charge": [-0.05, -0.27, -0.03, -0.07, -0.29, 0.64, -0.29, -0.28, -0.12, -0.24, -0.18, -0.55, -0.13, -0.18, -0.42, 1.03, -0.07, -0.04, 0.08, 0.09, 0.08, 0.12, 0.12, 0.11, 0.11, 0.11, 0.12, 0.10, 0.10, 0.10, 0.06, 0.12, 0.12]
}

| no. | E (eV) |
| --- | --- |
| 1 | -314419.7740 |
| 2 | -55866.9176 |
| 3 | -70454.4474 |
| 4 | -193374.9958 |
| 5 | -18193.8629 |
| 6 | -40979.7654 |